Density functional theory data (wB97M-V/def2-TZVPD) for one molecule with the formula C14H21NO2.

```
! wB97M-V def2-TZVPD RIJCOSX def2/J DEFGRID3
* xyz 0 1
C -1.145 3.457 -0.150
C -1.329 2.016 -0.546
O -1.974 1.300 0.610
C -2.421 0.030 0.298
C -3.752 -0.173 0.172
C -4.243 -1.421 -0.266
C -3.289 -2.368 -0.551
C -1.900 -2.175 -0.306
C -1.436 -0.887 0.031
O -0.110 -0.718 0.156
C 0.421 -0.525 1.492
C 1.926 -0.292 1.309
C 2.258 0.989 0.378
C 2.360 0.730 -1.090
C 3.030 -0.668 -1.356
N 2.685 -1.767 -0.469
C 2.678 -1.569 0.913
H -0.184 3.545 0.459
H -1.043 4.332 -0.886
H -2.124 3.630 0.497
H -2.060 1.738 -1.446
H -0.320 1.542 -0.719
H -4.411 0.564 0.553
H -5.301 -1.610 -0.250
H -3.580 -3.354 -0.754
H -1.275 -3.099 -0.543
H 0.248 -1.566 1.864
H -0.225 0.197 2.044
H 2.319 0.123 2.307
H 3.249 1.270 0.702
H 1.502 1.787 0.636
H 1.458 0.844 -1.614
H 2.996 1.480 -1.564
H 2.886 -0.931 -2.444
H 4.142 -0.557 -1.284
H 1.831 -2.147 -0.891
H 2.309 -2.387 1.522
H 3.823 -1.361 1.186
*
```

Calculated values
Structure (SMILES): CCOc1ccccc1OC[C@@H]1CCCNC1
Orbital gap in eV: 9.220
Lowest unoccupied orbital energy in eV: 0.93
Relative energy (zero: lowest compared OMol25 entry of this formula, charge and spin) in eV: 3.733

Density functional theory data (wB97M-V/def2-TZVPD) for a 14-piece molecular cluster, C4H34N2O15 overall.

```
! wB97M-V def2-TZVPD RIJCOSX def2/J DEFGRID3
* xyz 1 2
N -0.499 -1.470 -1.527
C -0.550 0.015 -1.740
C -0.544 0.405 -3.191
N -0.161 1.728 -3.547
C 0.478 2.597 -2.587
C -0.392 3.809 -2.238
O -0.613 3.967 -1.069
O -0.924 -0.304 -4.089
H -1.116 -1.748 -2.296
H 0.375 -1.928 -1.770
H 0.290 0.318 -1.118
H -1.438 0.301 -1.178
H -0.142 1.785 -4.570
H 1.484 2.781 -2.970
H 0.639 1.993 -1.707
H -1.043 4.414 -2.882
H -0.050 -2.719 4.469
H -0.758 -1.628 3.575
O -0.817 -2.150 4.379
H -0.410 -2.456 0.411
H -1.666 -3.032 -0.263
O -1.174 -3.016 0.560
H -2.883 2.439 -1.393
H -2.980 1.702 -2.784
O -2.702 2.516 -2.357
H 0.150 2.222 3.557
H -1.199 2.390 2.928
O -0.782 2.263 3.785
H -3.625 2.364 0.989
H -2.476 1.403 0.634
O -3.262 1.836 0.273
H 1.129 -4.408 1.037
H 0.012 -4.102 2.056
O 0.927 -4.386 1.977
H 1.881 -1.941 -2.892
H 2.554 -2.462 -4.038
O 2.264 -2.779 -3.175
H 0.552 3.284 1.803
H 0.109 3.209 0.368
O 0.020 2.736 1.216
H 2.141 -1.568 -0.017
H 1.609 -0.293 0.725
O 2.054 -0.609 -0.069
H 0.118 0.408 1.968
H -0.099 0.299 3.414
O 0.439 -0.112 2.717
H 2.919 -3.484 2.132
H 1.939 -2.510 2.286
O 2.838 -2.544 1.925
H -3.145 -0.902 1.531
H -1.789 -1.424 1.174
O -2.224 -0.807 1.799
H 4.401 -0.098 0.961
H 3.860 0.845 -0.023
O 4.280 0.850 0.840
*
```

Calculated values
Orbital gap (alpha / beta) in eV: 8.275 / 3.260
Lowest unoccupied orbital energy (alpha / beta) in eV: -4.50 / -9.52
Expectation value of S²: 0.76

Density functional theory data (wB97M-V/def2-TZVPD) for one molecule with the formula C4H7NOS2.

```
! wB97M-V def2-TZVPD RIJCOSX def2/J DEFGRID3
* xyz 0 1
C 2.088 -0.726 -0.985
C 1.589 0.714 -0.951
C 0.104 0.864 -0.947
S -0.780 1.455 -2.188
O -0.458 0.414 0.185
C 0.177 0.381 1.402
N -0.014 -0.580 2.219
S -1.117 -1.750 1.704
H 1.652 -1.269 -1.815
H 3.176 -0.801 -1.116
H 1.958 -1.244 -0.037
H 1.949 1.239 -1.816
H 2.013 1.276 -0.133
H 0.748 1.308 1.707
H -1.139 -2.444 2.816
*
```

Calculated values
Structure (SMILES): CCC(=S)O/C=N\S
Orbital gap in eV: 9.025
Lowest unoccupied orbital energy in eV: -0.03
Relative energy (zero: lowest compared OMol25 entry of this formula, charge and spin) in eV: 1.801

Density functional theory data (wB97M-V/def2-TZVPD) for an isolated ion of composition C2H3ClN3S and charge +1.

```
! wB97M-V def2-TZVPD RIJCOSX def2/J DEFGRID3
* xyz 1 1
C -0.532 -0.604 -1.135
C 0.017 -0.136 1.419
N 0.817 1.226 -0.401
N 0.867 1.357 -1.607
N 0.086 0.166 0.011
S 0.088 0.198 -2.545
Cl -1.545 -1.838 -1.008
H 0.796 0.461 1.849
H -0.749 0.377 1.961
H 0.155 -1.207 1.455
*
```

Calculated values
Orbital gap in eV: 9.781
Lowest unoccupied orbital energy in eV: -6.01
Relative energy (zero: lowest compared OMol25 entry of this formula, charge and spin) in eV: 0.655

Density functional theory data (wB97M-V/def2-TZVPD) for one molecule with the formula HNO4S.

```
! wB97M-V def2-TZVPD RIJCOSX def2/J DEFGRID3
* xyz 0 3
N -0.482 3.218 1.100
O -0.712 3.239 2.236
O 1.862 2.952 -0.169
O -0.426 -0.038 0.186
O 0.449 0.928 -0.389
S 1.083 2.105 0.743
H 0.233 -0.721 0.063
*
```

Calculated values
Orbital gap (alpha / beta) in eV: 8.939 / 9.132
Lowest unoccupied orbital energy (alpha / beta) in eV: 0.23 / -2.15
Relative energy (zero: lowest compared OMol25 entry of this formula, charge and spin) in eV: 1.813
Expectation value of S²: 2.01

Density functional theory data (wB97M-V/def2-TZVPD) for a 2-piece molecular cluster, C3H10S overall.

```
! wB97M-V def2-TZVPD RIJCOSX def2/J DEFGRID3
* xyz 0 1
C -1.053 -0.336 -0.901
C -0.196 0.907 -0.691
S -0.590 1.730 0.909
H -2.112 -0.122 -0.731
H -0.841 -1.194 -0.269
H -1.015 -0.637 -1.953
H 0.853 0.634 -0.641
H -0.350 1.632 -1.481
H -0.022 0.726 1.610
C 2.114 -3.241 -0.156
H 2.229 -2.182 0.063
H 2.829 -3.832 0.408
H 2.252 -3.426 -1.218
H 1.089 -3.507 0.099
*
```

Calculated values
Structure (SMILES): CCS.C
Orbital gap in eV: 9.888
Lowest unoccupied orbital energy in eV: 0.86
Relative energy (zero: lowest compared OMol25 entry of this formula, charge and spin) in eV: 0.144

Density functional theory data (wB97M-V/def2-TZVPD) for one molecule with the formula C5H16Si2.

```
! wB97M-V def2-TZVPD RIJCOSX def2/J DEFGRID3
* xyz 0 1
C 1.080 -2.445 0.487
Si -0.339 -1.290 0.467
C -1.236 -1.309 2.110
Si 0.040 0.871 -0.391
C 1.719 0.745 -1.194
C -1.211 0.981 -1.780
C -0.137 2.496 0.545
H 1.605 -2.600 1.441
H 0.921 -3.461 0.027
H 1.812 -1.932 -0.212
H -1.289 -1.967 -0.371
H -0.826 -2.178 2.702
H -2.279 -1.395 1.937
H -1.163 -0.452 2.774
H 1.800 1.431 -2.054
H 1.854 -0.208 -1.708
H 2.631 0.878 -0.613
H -0.786 0.427 -2.626
H -1.061 2.023 -1.978
H -2.295 0.779 -1.737
H -1.211 2.646 0.390
H 0.363 3.375 0.155
H 0.007 2.585 1.626
*
```

Calculated values
Structure (SMILES): C[SiH](C)[Si](C)(C)C
Orbital gap in eV: 9.872
Lowest unoccupied orbital energy in eV: 0.95
Relative energy (zero: lowest compared OMol25 entry of this formula, charge and spin) in eV: 0.706

One value per record, in order, for E_tot: -20440.907 -38382.130 -29467.989 -29940.464 -20524.160 -14108.193 -21199.797 eV.